Molecular formula: C40H67BGe2KNO8SbSe
Method: DFT, ωB97M-V/def2-TZVPD

Output
Total energy: -9641.5321 Ha
HOMO level (spin up / spin down): -0.069 / -0.080 Eh
Expectation value of S²: 0.78
Orbital gap (spin up / spin down): 5.865 / 6.143 eV
Net charge: -2
Energy above the lowest of the compared OMol25 structures with the same formula, charge and spin: 0.0 kJ/mol
Spin multiplicity: 2
LUMO (spin up / spin down): 3.98 / 3.97 eV

XYZ file:
```
122
Properties=species:S:1:pos:R:3:forces:R:3
Sb -2.3658 -0.2152 2.0641 0.046 -0.039 -0.049
Se 1.0880 -0.2586 -4.3906 -0.055 -0.024 0.094
Ge 3.1135 -0.2141 0.7922 0.064 -0.020 0.091
Ge 3.0761 -2.5985 0.3953 -0.005 0.109 0.023
K -0.6296 0.7305 -0.8099 -0.006 -0.171 -0.597
O 0.1288 2.3357 -3.3734 0.030 -0.106 0.156
O -2.5930 2.3234 -1.0033 0.115 0.181 0.098
O -2.6214 -1.2661 -1.4561 -0.003 0.021 -0.007
O 1.6799 0.5771 0.1162 -0.017 0.171 0.009
O 0.8435 -0.2648 1.0472 0.023 -0.008 0.065
O 2.1752 2.4828 -4.3872 -0.095 -0.071 0.041
O -4.2310 3.6665 -1.7690 0.010 -0.017 -0.012
O -0.4670 3.0336 1.1732 0.005 0.106 0.080
N -2.6663 0.7228 -3.2496 0.012 0.035 0.108
C -3.3628 -2.1533 1.8650 0.019 0.067 0.065
C -3.1451 -5.9549 -2.3132 0.007 -0.002 0.000
C -0.5118 -2.4513 -1.7336 -0.106 0.024 0.107
C -2.2882 -3.2094 1.6205 0.009 -0.037 -0.023
C -0.4459 0.7306 4.1747 0.020 -0.025 0.010
C 0.6153 3.6712 -3.1282 -0.010 -0.050 -0.039
C -4.2878 0.6293 4.5234 -0.007 -0.013 -0.008
C 1.6828 3.8206 -4.2476 0.014 -0.077 -0.023
C 5.2261 1.5668 -2.4051 -0.027 -0.016 -0.011
C -2.0029 -2.4277 -1.7643 -0.093 -0.038 0.082
C 6.4743 1.8774 -1.8810 0.024 0.015 0.004
C -2.8242 -3.5681 -1.9269 0.023 0.030 0.038
C 5.8074 0.9549 0.2397 -0.002 0.023 -0.033
C 6.7669 1.5670 -0.5589 0.003 -0.004 0.006
C 2.9731 -2.8368 -1.5450 -0.030 -0.002 -0.007
C 3.6320 1.6891 2.9570 0.004 0.003 0.043
C 4.5480 0.6391 -0.2691 -0.017 0.009 -0.016
C -3.4840 2.6801 -1.8216 0.035 -0.131 0.029
C -5.0564 -4.5535 -1.9413 -0.008 -0.011 -0.002
C -2.3091 -4.8651 -2.1863 0.013 -0.039 -0.006
C 3.7406 2.1078 4.2777 0.003 0.015 -0.022
C -3.6981 1.7574 -3.0473 0.018 -0.023 -0.058
C -1.3323 -1.5460 4.8059 -0.017 -0.015 0.003
C 4.7662 -3.3894 1.0375 0.040 -0.006 -0.006
C -5.0763 1.0840 2.1542 0.001 0.013 0.004
C -3.8787 0.9763 3.0981 0.035 0.021 -0.048
C 1.6040 -3.4929 1.3324 -0.024 0.029 -0.003
C 1.0700 4.2214 -5.5876 -0.004 0.048 0.023
C 1.2385 3.7068 -1.7412 0.023 0.096 0.041
C 2.8486 4.7328 -3.9096 -0.011 0.030 -0.011
C 3.1938 -0.5436 3.6995 0.003 0.030 0.000
C 4.2750 0.9459 -1.6053 0.019 -0.002 -0.008
C -0.5590 4.6290 -3.2048 0.004 0.008 0.024
C 3.3125 -0.1351 5.0213 -0.010 -0.015 -0.002
C -4.3343 -2.5965 2.9510 -0.006 -0.022 0.015
C -4.2366 -3.4532 -1.8151 -0.018 0.018 0.003
C 3.3560 0.3590 2.6499 -0.005 -0.094 0.014
C 3.5860 1.1948 5.3114 0.000 0.004 0.020
C -0.9411 -0.6202 3.6609 -0.012 0.014 0.017
C -4.5277 -5.8211 -2.1906 0.001 0.014 0.005
B 1.1434 1.5970 -4.0159 0.107 0.192 -0.187
H -2.1890 -1.1685 5.3690 -0.006 0.013 -0.004
H -0.1339 -1.9334 -0.8404 -0.090 -0.034 0.011
H -2.5907 -0.5159 -2.1590 0.056 0.000 -0.034
H -0.4964 -1.6393 5.5122 0.000 -0.005 0.001
H 0.7315 5.2602 -5.5783 -0.006 -0.007 -0.011
H -4.7423 -3.5879 2.7130 0.000 0.003 0.002
H 4.8151 -3.3203 2.1259 0.036 -0.013 0.002
H -1.2433 -5.0075 -2.2980 -0.002 -0.001 0.001
H 0.2245 3.5763 -5.8291 -0.001 -0.005 -0.002
H 3.3097 0.6978 -2.0385 -0.010 0.006 0.005
H -3.9131 -2.0187 0.9282 -0.004 -0.023 0.018
H -2.7413 -4.1576 1.3076 0.010 0.000 -0.002
H -3.4394 0.6797 5.2069 0.006 -0.015 0.015
H -5.1766 -6.6825 -2.2880 -0.002 0.001 -0.001
H -6.1290 -4.4279 -1.8420 0.001 -0.002 0.000
H 1.1895 -4.3080 0.7366 0.004 -0.016 0.005
H -1.2104 2.9005 0.5594 -0.031 -0.072 0.047
H 2.4996 5.7459 -3.6917 0.006 -0.005 0.003
H -1.2305 1.2674 4.7180 0.000 0.005 -0.002
H 0.4009 0.5968 4.8572 0.004 -0.004 0.013
H -5.1773 -1.9114 3.0505 -0.002 0.005 0.008
H -2.7142 -6.9298 -2.5131 -0.001 0.000 0.001
H 3.9601 -2.6908 -1.9869 -0.007 0.011 -0.007
H -0.1248 -3.4678 -1.6926 0.052 0.024 -0.082
H 0.1451 2.2867 1.1012 -0.124 -0.030 0.014
H 4.9756 1.8040 -3.4324 0.003 -0.004 -0.002
H -0.0789 -1.9350 -2.5977 -0.001 0.002 -0.058
H 3.5275 4.7774 -4.7638 0.002 0.008 0.002
H -1.5818 -2.5510 4.4608 0.000 0.032 0.015
H -3.3890 1.9561 3.1116 -0.008 -0.004 0.024
H -4.7703 1.4493 1.1707 -0.015 0.002 0.005
H 2.2992 -2.1023 -1.9898 0.020 -0.026 -0.039
H -0.1075 1.3652 3.3551 -0.002 0.015 -0.007
H 7.7405 1.8100 -0.1470 -0.001 0.000 -0.002
H -1.7578 1.1627 -3.3994 0.012 0.004 0.008
H -4.7182 -0.3708 4.6002 0.008 0.001 -0.007
H -2.8628 0.2151 -4.1062 0.072 0.012 -0.039
H -1.5937 -2.9075 0.8353 0.019 0.009 -0.012
H -1.1035 4.5121 -4.1409 -0.003 0.006 -0.007
H -3.8470 -2.6701 3.9270 -0.011 0.006 -0.024
H 2.0535 2.9863 -1.6486 -0.015 -0.013 -0.006
H -4.6539 -2.4760 -1.6160 0.000 -0.004 0.000
H 3.7510 2.4102 2.1552 -0.001 0.002 0.002
H -0.1181 -1.0705 3.0965 0.003 0.003 0.007
H -3.7958 2.4104 -3.9198 -0.020 -0.004 0.010
H 1.9450 -3.8950 2.2888 -0.014 0.006 0.007
H 2.6182 -3.8372 -1.8005 0.009 -0.010 -0.005
H -1.2487 4.4244 -2.3841 -0.005 0.005 -0.008
H 3.1737 -0.8489 5.8253 0.000 0.000 -0.002
H 0.8282 -2.7486 1.5094 -0.031 -0.035 0.007
H -5.5708 0.1182 2.0129 0.002 -0.013 0.014
H 4.8445 -4.4404 0.7513 -0.008 -0.004 0.001
H 1.8245 4.1016 -6.3665 0.006 -0.005 0.004
H 0.4868 3.4881 -0.9855 -0.017 -0.036 -0.014
H -5.8256 1.7797 2.5502 0.001 0.001 -0.004
H -5.0439 1.3386 4.8861 -0.002 -0.002 -0.004
H -1.6960 -3.4022 2.5196 -0.026 -0.001 -0.020
H 3.9388 3.1498 4.5004 0.000 -0.002 -0.003
H 7.2199 2.3625 -2.5011 -0.005 0.000 -0.001
H -0.2184 5.6650 -3.1206 -0.001 -0.001 0.004
H -4.6611 1.2608 -2.9044 -0.009 0.012 0.000
H 3.4046 4.3567 -3.0527 -0.010 -0.009 0.011
H 6.0405 0.7359 1.2776 0.003 -0.002 0.001
H 1.6260 4.7038 -1.5160 0.011 -0.016 -0.002
H 3.6656 1.5215 6.3418 0.001 -0.001 -0.002
H 5.6183 -2.8509 0.6187 0.011 -0.015 0.007
H 2.9480 -1.5783 3.4807 -0.005 -0.002 0.003
```
Forces are in eV/Å.

These are the Mulliken partial charges, in e, on atoms 1 to 2: -0.08 -0.73

---

Molecular formula: C4H12N2O
Method: DFT, ωB97M-V/def2-TZVPD

Output
Total energy: -344.3150 Ha
SMILES: N/C=C/CCN.O
HOMO level: -0.303 Eh
Orbital gap: 9.173 eV
Net charge: 0
Energy above the lowest of the compared OMol25 structures with the same formula, charge and spin: 183.8 kJ/mol
LUMO: 0.93 eV

XYZ file:
```
19
Properties=species:S:1:pos:R:3:forces:R:3
O -0.8176 3.1286 -3.8315 0.235 -0.199 0.073
N 1.3802 -2.0762 1.2511 0.245 -0.339 -0.201
N 0.3010 1.7036 -0.9956 -0.742 -0.306 -0.934
C -0.6389 0.3409 0.7493 -1.222 -0.735 -0.864
C -0.0922 -2.1377 1.2808 0.652 1.314 0.360
C 0.1826 0.4920 -0.2825 1.509 0.810 1.343
C -0.6934 -0.7954 1.7349 -0.362 -0.261 -0.545
H 1.2322 2.0830 -1.0414 0.108 -0.174 0.039
H -0.7584 2.3155 -3.3110 -0.076 0.082 0.092
H 0.1100 3.3333 -3.9946 -0.113 0.107 -0.073
H -0.4889 -2.3301 0.2872 -0.254 -0.430 -0.021
H -1.7397 -1.0390 1.9376 -0.115 0.299 0.158
H -0.4135 -2.8688 2.0124 -0.030 -0.408 -0.126
H -1.5165 0.9875 0.7015 0.231 0.402 0.682
H 1.8053 -2.9332 1.5842 -0.177 -0.008 0.157
H 1.0251 -0.1764 -0.3920 0.035 -0.025 -0.308
H 1.7099 -2.0037 0.2956 -0.023 0.119 0.049
H -0.2485 -0.4261 2.6624 0.070 -0.358 0.119
H -0.3388 2.4021 -0.6482 0.027 0.110 -0.001
```
Forces are in eV/Å.

These are the natural (NBO) partial charges, in e, on atoms 1 to 2: -0.94 -0.85

---

Molecular formula: C5H9NO
Method: DFT, ωB97M-V/def2-TZVPD

Output
Total energy: -325.7011 Ha
HOMO level: -0.327 Eh
Orbital gap: 9.856 eV
Net charge: 0
Energy above the lowest of the compared OMol25 structures with the same formula, charge and spin: 620.8 kJ/mol
LUMO: 0.96 eV

XYZ file:
```
16
Properties=species:S:1:pos:R:3:forces:R:3
O -0.8077 2.0133 -0.4782 -0.185 -0.321 0.466
N -0.2845 -1.1761 -0.1847 0.045 -0.202 0.065
C -0.5216 0.7362 -0.5460 0.050 -0.136 -0.020
C -1.1270 -0.4897 -1.2290 -0.198 -0.090 -0.303
C -0.9533 -0.4416 0.9146 -0.081 0.140 0.220
C 0.7599 -0.0940 -0.4134 0.341 0.023 -0.046
C 1.8223 0.1911 0.6303 -0.059 -0.020 0.035
H -0.7816 -0.6658 -2.2523 0.047 0.051 0.136
H 2.3871 -0.7202 0.8536 -0.079 0.112 -0.039
H -2.2021 -0.6710 -1.1433 0.201 0.020 0.040
H 1.4159 0.5878 1.5645 0.036 -0.067 -0.147
H -1.9947 -0.7597 1.0596 0.269 0.198 -0.118
H -1.1072 1.2430 0.5165 0.031 0.244 -0.100
H -0.3935 -0.4642 1.8561 -0.129 0.147 -0.289
H 1.2379 -0.2577 -1.3877 -0.132 0.047 0.071
H 2.5247 0.9359 0.2389 -0.158 -0.146 0.031
```
Forces are in eV/Å.

These are the natural (NBO) partial charges, in e, on atoms 1 to 2: -0.70 -0.37

---

Molecular formula: C3H5NO2
Method: DFT, ωB97M-V/def2-TZVPD

Output
Total energy: -322.5034 Ha
SMILES: [H]/N=C/OCC=O
HOMO level: -0.359 Eh
Orbital gap: 10.799 eV
Net charge: 0
Energy above the lowest of the compared OMol25 structures with the same formula, charge and spin: 186.3 kJ/mol
LUMO: 1.02 eV

XYZ file:
```
11
Properties=species:S:1:pos:R:3:forces:R:3
O -1.5946 0.3766 0.9447 0.426 0.458 0.229
O -0.0574 0.0689 -1.3339 -0.032 -0.152 0.061
N 0.6054 -1.2792 0.3551 -0.235 -0.189 -0.096
C 0.2541 1.0988 -0.3926 -0.113 0.042 0.107
C -0.4453 0.7484 0.9356 -0.162 0.147 -0.133
C 0.0367 -1.1486 -0.7658 -0.145 -0.028 0.087
H -0.5246 -1.8813 -1.3534 0.362 -0.013 0.087
H 1.3411 1.2304 -0.3377 -0.254 -0.098 0.379
H 0.1335 0.9191 1.8587 -0.073 0.104 0.001
H 0.4515 -2.1607 0.8366 0.191 -0.109 -0.480
H -0.2003 2.0275 -0.7473 0.036 -0.161 -0.242
```
Forces are in eV/Å.

These are the natural (NBO) partial charges, in e, on atoms 1 to 2: -0.55 -0.48

---

Molecular formula: C18H23Br2GeN4O7SSeZr
Method: DFT, ωB97M-V/def2-TZVPD

Output
Total energy: -11516.7837 Ha
HOMO level: -0.447 Eh
Orbital gap: 8.044 eV
Net charge: +1
Energy above the lowest of the compared OMol25 structures with the same formula, charge and spin: 0.0 kJ/mol
LUMO: -4.13 eV

XYZ file:
```
58
Properties=species:S:1:pos:R:3:forces:R:3
Zr 0.6362 0.2887 -0.4990 -0.459 -0.361 -0.160
Br 3.4325 0.2349 -1.0832 0.075 0.025 0.011
Br 3.4449 -2.1851 1.0064 -0.026 -0.004 0.015
Se 1.7409 1.0290 2.0082 0.013 0.095 0.085
Ge -1.5803 1.7651 2.0474 0.018 -0.002 -0.047
S 1.1064 2.7930 -0.8656 0.059 -0.006 -0.156
O -1.0610 -2.7415 4.4375 0.006 0.009 -0.002
O 1.0337 -1.5957 -1.4232 0.048 -0.118 -0.045
O 0.5463 -1.5413 3.6427 0.012 0.000 0.004
O -1.5514 -6.8526 -0.1853 -0.030 0.001 -0.014
O -1.0909 -1.1381 -1.5869 0.049 0.014 -0.011
O -0.0083 -0.9627 1.0148 0.037 0.054 0.078
O -1.6242 -6.9066 1.9696 -0.030 0.000 0.012
N -1.4466 -6.3468 0.9117 0.088 0.009 0.003
N 0.4489 1.0515 -2.6305 -0.035 0.091 0.030
N 0.7453 3.2210 -3.5235 -0.001 -0.009 -0.013
N -0.3363 -2.3715 3.5417 -0.024 -0.012 -0.013
C 0.7362 2.3636 -2.5261 0.057 0.016 0.144
C -0.5299 -2.9870 2.2239 0.002 -0.003 0.090
C -0.4743 -2.9355 -0.1684 -0.019 -0.065 -0.027
C 0.4846 3.7108 -5.8695 -0.006 -0.007 0.001
C -0.9164 -4.3151 2.1840 0.011 0.039 -0.071
C 3.9050 -1.6403 -0.7609 0.032 0.040 -0.007
C 0.4511 2.7412 -4.7377 0.013 0.019 -0.011
C -1.9583 1.1759 0.1787 -0.064 0.088 -0.081
C 0.2980 2.2625 2.4387 0.011 -0.028 -0.032
C 0.1453 1.3879 -4.9357 -0.007 -0.024 0.023
C -1.0532 -4.9252 0.9566 -0.047 -0.086 0.016
C -0.3206 -2.2523 1.0568 0.034 -0.019 -0.060
C -2.2124 0.3607 3.2327 -0.017 -0.050 0.051
C -2.5095 3.4570 2.2757 -0.018 0.030 0.028
C -0.2092 -1.9366 -1.2363 0.063 0.184 0.071
C 0.1496 0.5617 -3.8408 -0.008 0.028 -0.031
C -0.8353 -4.2584 -0.2397 0.029 0.055 -0.004
C 3.1670 2.3396 1.8908 0.019 -0.003 -0.026
H -0.0916 -0.4911 -3.8938 0.001 -0.003 0.006
H -0.0976 1.0081 -5.9167 0.001 0.005 -0.002
H 2.9836 3.0561 1.0948 -0.004 0.000 0.005
H -3.5868 3.3300 2.1706 0.001 -0.021 -0.007
H 4.0914 1.7972 1.7065 0.002 0.006 0.003
H 0.1223 4.6809 -5.5368 -0.002 0.002 -0.005
H -2.1710 4.1781 1.5309 -0.002 0.004 0.005
H 4.9782 -1.6867 -0.8936 -0.003 -0.027 -0.023
H -0.0965 3.3600 -6.7194 -0.001 -0.001 0.001
H 0.3566 2.4486 3.5115 -0.001 0.008 0.001
H 1.5198 3.8416 -6.1934 0.003 0.003 0.010
H -1.4854 0.1546 4.0179 0.001 0.014 -0.003
H 3.2256 2.8391 2.8545 0.003 0.002 0.002
H -2.3940 -0.5619 2.6810 0.003 0.006 -0.007
H -1.3725 1.5347 -0.6890 0.090 0.018 0.128
H -2.8996 1.6901 -0.0397 -0.009 -0.020 -0.007
H -2.1780 0.1144 0.0917 0.034 -0.011 0.028
H 3.3482 -2.2201 -1.4835 0.003 -0.010 0.011
H -2.3114 3.8665 3.2665 -0.009 0.007 -0.003
H 0.5087 3.1930 1.9120 0.007 0.005 0.008
H -1.0998 -4.8646 3.0959 0.002 0.009 0.011
H -3.1476 0.6603 3.7044 -0.005 0.007 -0.014
H -0.9563 -4.7802 -1.1779 -0.004 -0.005 0.003
```
Forces are in eV/Å.

These are the natural (NBO) partial charges, in e, on atoms 1 to 2: 1.76 0.22

---

- The lowest net charge belongs to which entry?
  C40H67BGe2KNO8SbSe

---

- Among the records above, which one has the lowest net charge?
  C40H67BGe2KNO8SbSe

---

- net charge of number 3 (C5H9NO)?
  0

---

- Which value of net charge does entry 1 give?
  -2